Entry from the Open Molecules 2025 dataset: a molecular structure, C22H24MnN7O5S2 at a distorted geometry (ωB97M-V/def2-TZVPD).

Structure (XYZ):
```
61
Properties=species:S:1:pos:R:3:mulliken_charge:R:1
Mn 0.0124 -0.6358 0.4287 0.452
C 1.4465 -1.6810 5.5757 -0.871
C 2.1979 -0.4154 5.1813 -0.678
N 1.3705 0.5340 4.4550 -0.147
C 0.9769 0.3655 3.1713 0.205
S 1.8483 -0.7029 2.1409 -0.505
N -0.0636 1.1594 2.8644 -1.486
N -0.5146 0.9985 1.6117 1.273
C -1.4374 1.7736 1.1713 0.823
C -2.0319 2.9058 1.9449 -1.716
C -1.8866 1.5012 -0.2149 0.676
C -2.8726 2.2635 -0.8240 -0.857
C -3.2117 2.0117 -2.1423 -0.498
C -2.5621 1.0045 -2.8284 -0.879
C -1.6005 0.2789 -2.1470 -0.155
N -1.2745 0.5132 -0.8811 0.394
H 2.1301 -2.4074 6.0216 0.355
H 0.9946 -2.1324 4.6914 0.201
H 0.6571 -1.4604 6.2981 0.299
H 3.0496 -0.6637 4.5527 0.351
H 2.5724 0.1010 6.0659 0.354
H 0.6930 1.0494 4.9977 0.276
H -1.5264 2.9851 2.9005 0.406
H -3.0992 2.7434 2.1202 0.294
H -1.9213 3.8476 1.4017 0.349
H -3.3520 3.0553 -0.2651 0.441
H -3.9737 2.6040 -2.6334 0.410
H -2.7800 0.7900 -3.8653 0.416
H -1.0623 -0.5299 -2.6287 0.293
O -1.1409 -1.9156 1.7465 -0.411
N -1.7224 -2.8621 1.1639 -0.491
N -1.2749 -3.1027 -0.0157 0.978
O -0.3166 -2.3901 -0.5787 -0.761
C -1.9088 -4.1253 -0.7939 0.246
C -1.7286 -4.1097 -2.1651 -0.289
C -2.3468 -5.0788 -2.9456 -0.487
C -3.1333 -6.0568 -2.3594 -0.496
C -3.2978 -6.0639 -0.9794 -0.423
C -2.6862 -5.1042 -0.1896 -0.386
H -1.1035 -3.3428 -2.5984 0.347
H -2.2101 -5.0641 -4.0198 0.355
H -3.6102 -6.8131 -2.9701 0.371
H -3.9039 -6.8285 -0.5109 0.360
H -2.8027 -5.1023 0.8846 0.463
N 1.9141 -0.1004 -1.0839 -0.175
C 2.4007 1.2236 -1.4346 -0.292
C 3.6610 1.3920 -1.9973 -0.716
C 4.1003 2.6529 -2.3679 -0.677
C 3.2785 3.7617 -2.1847 -0.077
C 2.0298 3.5968 -1.6041 -0.776
C 1.5960 2.3302 -1.2233 0.432
S 3.8577 5.3858 -2.6930 1.292
O 2.6681 6.2231 -2.6354 -0.721
O 4.3769 5.1603 -4.0340 -0.699
O 4.8771 5.7170 -1.7097 -0.685
H 2.6841 -0.6747 -0.7593 0.348
H 1.5515 -0.5527 -1.9191 0.298
H 4.2942 0.5240 -2.1547 0.338
H 5.0750 2.7938 -2.8183 0.360
H 1.4103 4.4734 -1.4623 0.488
H 0.6323 2.1960 -0.7514 0.405
```

Energy relative to the best compared isomer or geometry (same formula, charge and spin)   62.1 kJ/mol
Orbital gap (alpha / beta)   6.94 / 6.79 eV
Spin multiplicity   6
Charge   -1

Entry from the Open Molecules 2025 dataset: 3 unconnected molecules or ions with the total composition C26H48IN3O6 at a distorted geometry (ωB97M-V/def2-TZVPD).

Structure (XYZ):
```
84
Properties=species:S:1:pos:R:3:mulliken_charge:R:1
C -1.5258 0.4562 -2.6308 -0.893
C -1.0728 -0.5857 -1.4031 -0.079
N -0.7171 0.2956 -0.2269 -0.290
C -0.4446 -0.4856 1.0390 1.068
C -1.3877 -1.7710 1.4375 -0.622
C -1.6963 -1.9324 3.0393 0.160
O -2.4477 -1.1228 3.7902 -0.427
O -1.1205 -3.1356 3.7188 -0.493
C -0.3073 0.7570 2.1502 -0.199
O -1.2671 1.4802 2.7431 -0.406
O 1.1315 1.0671 2.4222 -0.365
C 1.8911 -0.2121 2.4284 -0.270
C 1.0734 -1.1026 1.2996 -0.794
I 2.5017 -1.1938 -0.3544 0.185
H -1.0072 0.1124 -3.6230 0.279
H -1.2791 1.5510 -2.2973 0.270
H -2.6949 0.3206 -2.8101 0.245
H -2.0028 -1.2831 -1.2382 0.155
H -0.1867 -1.2161 -1.8379 0.147
H -1.5313 0.9410 -0.0036 0.377
H -0.8501 -2.7380 0.9889 0.389
H -2.4262 -1.6277 0.8871 0.353
H -1.9428 -3.5574 4.1536 0.375
H 2.9821 -0.1015 2.0188 0.242
H 1.8160 -0.5684 3.5411 0.248
H 1.1374 -2.1914 1.7667 0.320
C 8.5427 -1.7001 -2.5635 -1.620
C 7.3220 -1.4873 -3.5044 1.674
C 7.7056 -1.0020 -4.9365 -1.308
C 7.9870 0.4813 -5.0922 -0.512
C 6.9007 1.3239 -4.4360 -1.158
C 6.6743 0.9153 -2.9569 1.650
N 6.3800 -0.5543 -2.8044 0.294
O 5.0921 -0.7918 -3.3175 -0.495
C 7.9441 1.3504 -2.1639 -1.949
C 5.5545 1.8035 -2.3337 -1.668
C 6.8063 -2.9564 -3.7155 -1.753
H 8.6613 -0.9400 -1.7965 0.405
H 8.4395 -2.6208 -1.9749 0.435
H 9.4826 -1.7628 -3.1236 0.282
H 6.8749 -1.2302 -5.6196 0.390
H 8.5633 -1.5734 -5.3130 0.390
H 8.9762 0.7206 -4.6783 0.273
H 8.0462 0.7319 -6.1589 0.394
H 7.1798 2.3832 -4.5038 0.378
H 5.9706 1.2206 -5.0113 0.341
H 7.8599 1.0860 -1.1031 0.390
H 8.0833 2.4384 -2.2161 0.423
H 8.8729 0.9285 -2.5547 0.418
H 4.5971 1.7164 -2.8581 0.341
H 5.8293 2.8650 -2.3680 0.387
H 5.3948 1.5438 -1.2803 0.404
H 6.4300 -3.3952 -2.7848 0.460
H 7.6249 -3.5974 -4.0695 0.393
H 6.0150 -3.0269 -4.4695 0.353
C -8.6276 1.7991 2.1268 -1.577
C -7.6977 0.5954 1.7996 1.700
C -7.8581 -0.6104 2.7763 -1.294
C -7.1273 -0.5049 4.1023 -0.693
C -5.6803 -0.0712 3.9053 -0.884
C -5.5818 1.2312 3.0686 1.964
N -6.2946 1.1208 1.7459 0.266
O -5.5503 0.2535 0.9260 -0.513
C -6.1477 2.3847 3.9517 -2.168
C -4.0845 1.6298 2.8944 -1.682
C -8.2918 0.0778 0.4401 -1.768
H -8.1229 2.6550 2.5659 0.400
H -9.0704 2.2228 1.2162 0.435
H -9.4463 1.5111 2.7960 0.274
H -7.4730 -1.5151 2.2845 0.384
H -8.9212 -0.8063 2.9647 0.405
H -7.6594 0.1870 4.7696 0.325
H -7.1489 -1.4776 4.6097 0.394
H -5.2113 0.0667 4.8879 0.427
H -5.1255 -0.8849 3.4188 0.193
H -6.1170 3.3433 3.4204 0.394
H -5.5530 2.5031 4.8673 0.354
H -7.1688 2.2123 4.2993 0.519
H -3.4920 0.8592 2.3900 0.075
H -3.6064 1.7988 3.8671 0.404
H -3.9952 2.5615 2.3230 0.460
H -8.1723 0.8122 -0.3641 0.470
H -9.3676 -0.1156 0.5467 0.396
H -7.8431 -0.8651 0.1096 0.350
```

Orbital gap (alpha / beta)   8.88 / 8.97 eV
Spin multiplicity   3

Entry from the Open Molecules 2025 dataset: a molecular structure, C5H10NO2 at a distorted geometry (ωB97M-V/def2-TZVPD).

Structure (XYZ):
```
18
Properties=species:S:1:pos:R:3:mulliken_charge:R:1
C -1.5329 -1.1706 -0.3853 -0.189
C 0.1519 -0.0659 -0.3293 -0.100
C 1.1175 -0.3936 0.4973 0.992
C 1.0779 -1.4289 1.5574 -1.403
C -0.2770 2.2028 -0.4014 -1.078
N 0.0060 0.9739 -1.1232 -0.243
O 2.3604 0.0247 0.3211 -0.498
O -2.3679 -0.8081 -1.2467 -0.294
H -1.6097 -2.0599 0.0703 0.434
H 0.9674 -2.4396 1.2233 0.326
H 1.9142 -1.4240 2.2147 0.401
H 0.2015 -1.2269 2.2932 0.316
H -1.2481 2.5034 -0.6241 0.390
H -0.1870 2.0947 0.5902 0.418
H 0.3062 2.9763 -0.7130 0.383
H 2.6228 0.8198 -0.2815 0.377
H -0.4567 0.8649 -2.1139 0.353
H -3.0467 -1.4429 -1.5491 0.417
```

Energy relative to the best compared isomer or geometry (same formula, charge and spin)   540.6 kJ/mol
Orbital gap   7.52 eV
Charge   +1

Entry from the Open Molecules 2025 dataset: a molecular structure, H2P2S4 at a distorted geometry (ωB97M-V/def2-TZVPD).

Structure (XYZ):
```
8
Properties=species:S:1:pos:R:3:mulliken_charge:R:1
P 0.5533 -0.5686 -1.7438 0.123
P -1.0903 -0.0753 0.7655 0.276
S -2.8340 -0.1940 1.6641 -0.293
S -0.8101 1.0830 -0.9731 -0.178
S -0.4821 -1.8254 -0.2794 -0.117
S 2.2572 -0.0348 -0.5461 -0.176
H 0.4232 0.3051 1.5067 0.162
H 1.9828 1.3100 -0.3940 0.202
```

Energy relative to the best compared isomer or geometry (same formula, charge and spin)   196.8 kJ/mol
Orbital gap (alpha / beta)   5.91 / 5.02 eV
Spin multiplicity   3

Entry from the Open Molecules 2025 dataset: 2 unconnected molecules or ions with the total composition CH3NOS at a distorted geometry (ωB97M-V/def2-TZVPD).

Structure (XYZ):
```
7
Properties=species:S:1:pos:R:3:mulliken_charge:R:1
C 1.1218 0.5748 0.5721 -0.744
N -1.2877 -0.6142 -0.6467 0.363
O -2.2155 -0.2047 -0.0326 -0.389
S -0.9697 -1.6724 -1.6457 -0.037
H 0.5884 -0.2158 0.2717 0.269
H 1.1938 1.5253 -0.0172 0.236
H 1.5689 0.6072 1.4984 0.302
```

Energy relative to the best compared isomer or geometry (same formula, charge and spin)   575.0 kJ/mol
Orbital gap (alpha / beta)   7.62 / 8.23 eV

Entry from the Open Molecules 2025 dataset: 3 unconnected molecules or ions with the total composition C5H16N2O at a distorted geometry (ωB97M-V/def2-TZVPD).

Structure (XYZ):
```
24
Properties=species:S:1:pos:R:3:mulliken_charge:R:1
C -0.6009 0.4497 -0.7240 0.924
C 1.4878 0.9462 -0.2756 -0.799
C -0.4794 0.1623 -2.2172 -1.782
C -1.3143 1.7745 -0.5206 -1.426
N 2.3126 -0.0273 0.1309 -0.770
O -1.5096 -0.5454 -0.1508 -0.562
H -2.1755 -0.8254 -0.7998 0.302
H 1.6048 -0.5525 1.3022 0.589
H 2.5310 -0.6542 -0.6403 0.190
H 1.6448 1.4117 -1.2482 0.471
H 1.2547 1.6909 0.4804 0.375
H 0.1089 0.9298 -2.7249 0.358
H -1.4714 1.9773 0.5413 0.285
H -1.4593 0.1084 -2.7190 0.489
H 0.0331 -0.7921 -2.3750 0.336
H -2.3151 1.7728 -0.9843 0.393
H -0.7374 2.6037 -0.9379 0.335
C 0.0878 -2.0825 1.9980 -0.799
N 0.5629 -0.6934 1.8996 -0.267
H 0.4793 -0.2022 2.7813 0.282
H 0.0291 -0.1679 1.1492 0.146
H -0.9823 -2.1107 2.2037 0.300
H 0.2823 -2.5680 1.0423 0.270
H 0.6263 -2.6058 2.7888 0.362
```

Energy relative to the best compared isomer or geometry (same formula, charge and spin)   373.1 kJ/mol
Orbital gap   7.50 eV

no.,electronic energy (Ha)
1,-3559.68719
2,-1932.50296
3,-401.31910
4,-2276.55946
5,-567.88175
6,-384.71596